1.
Density functional theory data (ωB97M-V/def2-TZVPD) for C35H46BrCdFN6O2Si2 as an isolated structure.

```
94
C35H46BrCdFN6O2Si2 (ωB97M-V/def2-TZVPD)
Cd -0.883 -0.101 -0.995
O -1.289 3.809 2.322
C -1.014 3.126 3.379
C -1.085 3.702 4.681
C -0.780 2.986 5.819
C -0.383 1.650 5.745
C -0.301 1.064 4.489
C -0.597 1.759 3.326
C -0.453 1.049 1.995
O -1.050 1.748 0.934
N 0.982 0.845 1.765
N 1.330 0.137 0.675
C 2.522 0.284 0.244
C 3.107 -0.445 -0.875
Br 1.963 -1.384 -2.059
C 4.415 -0.441 -1.157
C 5.480 0.157 -0.331
C 6.505 0.869 -0.956
C 7.528 1.441 -0.218
C 7.555 1.301 1.164
C 6.555 0.576 1.796
C 5.530 0.004 1.056
H -1.299 2.662 1.316
H -1.393 4.740 4.738
H -0.852 3.473 6.787
H -0.152 1.083 6.639
H 0.001 0.024 4.400
H -0.885 0.042 2.032
H 1.536 1.684 1.933
H 3.191 1.005 0.716
H 4.739 -0.897 -2.085
H 6.475 1.002 -2.030
H 8.298 2.011 -0.724
H 8.350 1.755 1.744
H 6.569 0.451 2.871
H 4.766 -0.578 1.555
C 1.495 -3.165 0.766
Si -0.371 -3.113 1.026
C -0.473 -2.832 2.901
C -0.779 -4.923 0.586
N -1.332 -1.999 0.137
C -2.719 -2.084 0.343
C -3.313 -2.967 1.255
C -4.687 -3.071 1.468
C -5.536 -2.252 0.755
C -4.989 -1.347 -0.149
C -3.613 -1.221 -0.396
N -3.098 -0.313 -1.299
Si -4.097 0.713 -2.226
C -3.104 1.765 -3.421
C -5.274 -0.235 -3.381
C -5.125 1.941 -1.219
H 1.843 -3.880 1.522
H 1.999 -2.220 0.950
H 1.794 -3.545 -0.210
H -0.248 -3.749 3.456
H -1.438 -2.451 3.237
H 0.287 -2.091 3.169
H -0.235 -5.605 1.249
H -0.418 -5.106 -0.431
H -1.836 -5.183 0.613
H -2.686 -3.609 1.858
H -5.064 -3.779 2.197
H -6.610 -2.290 0.900
H -5.669 -0.693 -0.678
H -2.472 1.155 -4.070
H -2.471 2.498 -2.922
H -3.813 2.308 -4.056
H -4.686 -0.804 -4.107
H -5.903 0.466 -3.941
H -5.926 -0.938 -2.862
H -4.494 2.392 -0.449
H -5.983 1.488 -0.719
H -5.496 2.743 -1.866
F 5.328 3.373 -2.568
C 4.036 2.928 -2.453
C 3.292 3.285 -1.349
C 1.977 2.845 -1.258
C 1.382 2.049 -2.252
C -0.018 1.625 -2.164
C 2.192 1.717 -3.350
C 3.506 2.146 -3.459
H 3.737 3.900 -0.576
H 1.376 3.129 -0.400
H -0.427 1.468 -3.161
H -0.606 2.386 -1.649
H 1.768 1.107 -4.138
H 4.116 1.886 -4.316
N -1.753 -3.509 -3.891
N -1.549 -2.369 -3.041
H -2.168 -4.275 -3.368
H -0.839 -3.821 -4.194
H -1.394 -2.653 -2.073
H -2.402 -1.819 -3.016
```

Results
2S+1 ... 1
Energy above the lowest of the compared OMol25 structures with the same formula, charge and spin ... 0.267 eV
Frontier orbital gap ... 5.32 eV
Total charge ... -2
LUMO level ... 4.05 eV

Mulliken atomic charge list, values in e, 2 entries: atom 1 (Cd): 1.96, atom 2 (O): -0.94

---

2.
Density functional theory data (ωB97M-V/def2-TZVPD) for CCl2Na6O11 as an isolated structure at a distorted geometry.

```
20
CCl2Na6O11 (ωB97M-V/def2-TZVPD)
Na 3.259 1.654 -0.362
Na -1.208 0.767 0.731
Na 4.661 -0.713 0.179
Na -0.433 3.620 1.728
Na -0.573 -2.955 2.593
Na 1.305 1.942 4.030
Cl -0.154 1.411 -2.281
O 0.327 2.120 -3.353
O -1.502 1.266 -2.666
O 0.530 0.078 -2.006
O -0.114 2.253 -1.072
Cl -2.223 -2.337 -0.612
O -1.903 -2.249 -2.026
O -0.985 -2.602 0.117
O -2.894 -1.120 -0.367
O -3.091 -3.352 -0.490
C 1.295 -0.015 1.510
O 2.015 -0.336 0.554
O 1.323 1.230 1.841
O 0.366 -0.664 1.950
```

Results
2S+1 ... 2
Frontier orbital gap (alpha / beta) ... 6.04 / 4.51 eV
⟨S²⟩ ... 0.76
Total charge ... +3
LUMO level (alpha / beta) ... -10.76 / -12.29 eV

Mulliken atomic charge list, values in e, 2 entries: atom 1 (Na): 0.91, atom 2 (Na): 0.75

---

3.
Density functional theory data (ωB97M-V/def2-TZVPD) for one molecule with the formula C5H7N.

```
13
C5H7N (ωB97M-V/def2-TZVPD)
C -0.154 1.773 0.436
C 1.445 -0.613 -0.738
C 0.380 -1.353 -0.099
C -0.838 -0.621 0.452
C -0.865 0.782 -0.093
N 0.716 -1.202 -1.571
H -0.074 2.743 -0.048
H 0.395 1.637 1.367
H 2.275 0.083 -0.714
H 0.584 -2.337 0.329
H -0.751 -0.601 1.546
H -1.754 -1.172 0.207
H -1.378 0.934 -1.041
```

Results
2S+1 ... 1
Energy above the lowest of the compared OMol25 structures with the same formula, charge and spin ... 2.814 eV
Frontier orbital gap ... 10.97 eV
SMILES string ... C=CC[C@@H]1C=N1
LUMO level ... 1.19 eV

Mulliken atomic charge list, values in e, 2 entries: atom 1 (C): -0.75, atom 2 (C): -0.12

---

4.
Density functional theory data (ωB97M-V/def2-TZVPD) for one molecule with the formula C6H11NO at a distorted geometry.

```
19
C6H11NO (ωB97M-V/def2-TZVPD)
C -2.321 -0.108 -0.379
C -0.981 -0.391 0.533
C 1.486 -0.796 0.133
C 1.866 0.634 -0.230
C 0.443 1.225 -0.708
C -0.274 0.864 0.659
H -2.647 -1.109 -0.824
H -3.158 0.221 0.275
H -2.148 0.677 -1.103
H -1.214 -1.020 1.369
H 0.006 -2.176 -0.139
H 1.512 -0.992 1.202
H 2.314 -1.533 -0.200
H 2.087 1.381 0.754
H 2.682 0.652 -0.946
H 0.087 0.656 -1.687
H 0.570 0.839 1.453
N 0.121 -1.096 -0.330
O -0.431 2.073 0.169
```

Results
2S+1 ... 1
Energy above the lowest of the compared OMol25 structures with the same formula, charge and spin ... 6.154 eV
Frontier orbital gap ... 9.87 eV
SMILES string ... C[C@H]1NCC[C@@H]2O[C@H]21
LUMO level ... 1.00 eV

Mulliken atomic charge list, values in e, 2 entries: atom 1 (C): -1.15, atom 2 (C): 0.02